No. 1
Molecular formula: BH20NiO8
Method: DFT, ωB97M-V with the def2-TZVPD basis set

```
! wB97M-V def2-TZVPD RIJCOSX def2/J DEFGRID3
* xyz 1 3
Ni 12.52 -17.92 3.49
B 13.69 -17.76 1.76
H 14.29 -17.11 2.48
H 12.64 -17.30 1.78
H 14.15 -17.57 0.73
H 13.62 -18.90 1.89
O 16.30 -16.15 1.28
H 15.51 -16.74 1.28
H 16.73 -16.32 2.12
O 14.63 -20.99 -0.33
H 14.35 -20.12 -0.04
H 15.55 -20.87 -0.60
O 12.08 -16.24 -0.53
H 12.51 -16.75 0.17
H 11.20 -16.05 -0.21
O 12.20 -15.73 3.57
H 12.23 -15.07 2.86
H 12.55 -15.28 4.35
O 12.81 -19.91 3.78
H 13.60 -20.33 3.42
H 12.19 -20.63 3.96
O 14.08 -17.29 4.72
H 14.71 -16.58 4.44
H 14.55 -17.83 5.36
O 10.48 -18.56 2.55
H 10.40 -19.11 1.75
H 9.66 -18.71 3.04
O 15.25 -14.91 4.06
H 15.82 -14.33 4.58
H 15.57 -14.83 3.14
*
```

The LUMO energy (alpha / beta) is -0.1425 / -0.1964 Ha. The maximum force comes out at 2.2 eV/Å. The value obtained for the orbital gap (alpha / beta) is 9.78 / 8.31 eV. The calculation puts the energy relative to the best compared isomer or geometry (same formula, charge and spin) at 0.0 kcal per mole.

Here are the Löwdin charges for atoms 1 to 4, given in e: atom 1 (Ni): 0.7715, atom 2 (B): -0.3702, atom 3 (H): -0.0106, atom 4 (H): -0.0185



No. 2
Molecular formula: BH24O10
Method: DFT, ωB97M-V with the def2-TZVPD basis set

```
! wB97M-V def2-TZVPD RIJCOSX def2/J DEFGRID3
* xyz -1 1
B -0.78 -0.26 -1.23
H 0.02 -1.05 -1.68
H -1.94 -0.73 -1.53
H -0.65 -0.18 0.01
H -0.68 0.87 -1.72
O 2.27 -0.31 1.34
H 2.16 -0.98 2.08
H 1.91 -0.69 0.51
O -0.81 -1.51 3.22
H -0.97 -1.83 2.38
H -1.57 -1.86 3.68
O 0.27 -3.35 0.24
H 1.05 -3.14 -0.20
H -0.29 -2.71 -0.15
O -2.96 -1.75 1.17
H -3.12 -0.83 1.47
H -2.83 -1.65 0.21
O -0.61 1.09 3.03
H -0.73 0.13 3.20
H 0.02 1.20 2.34
O -0.71 4.37 -1.78
H -1.10 3.66 -2.25
H -0.75 4.10 -0.85
O 1.72 3.20 -1.34
H 0.78 3.41 -1.46
H 1.92 2.28 -1.61
O 2.82 -2.50 -0.50
H 2.74 -2.19 -1.41
H 2.99 -3.44 -0.56
O 2.83 0.81 -2.44
H 3.36 0.81 -1.63
H 2.09 0.31 -2.24
O -2.99 1.92 -0.29
H -3.15 1.54 0.63
H -2.33 1.29 -0.64
*
```

The LUMO energy is 0.0928 Ha. The maximum force comes out at 4.0 eV/Å. The value obtained for the orbital gap is 9.17 eV. The calculation puts the energy relative to the best compared isomer or geometry (same formula, charge and spin) at 28.5 kcal per mole.

Here are the Löwdin charges for atoms 1 to 4, given in e: atom 1 (B): -0.4290, atom 2 (H): -0.0687, atom 3 (H): -0.0225, atom 4 (H): -0.0303



No. 3
Molecular formula: BH28O12
Method: DFT, ωB97M-V with the def2-TZVPD basis set

```
! wB97M-V def2-TZVPD RIJCOSX def2/J DEFGRID3
* xyz -1 1
B -0.21 -0.16 0.02
H -0.79 -0.62 0.81
H -0.43 0.90 0.05
H 0.82 -0.45 0.07
H -0.56 -0.45 -0.96
O 0.19 1.64 -2.98
H -0.40 2.38 -3.11
H -0.28 0.90 -3.37
O -0.63 3.36 -0.79
H -0.97 3.55 -1.67
H -0.74 2.41 -0.69
O 1.19 1.91 1.72
H 0.93 1.25 1.07
H 1.90 2.40 1.29
O 0.45 -2.92 -0.73
H 1.40 -2.92 -0.61
H 0.21 -1.99 -0.77
O 2.29 -1.72 -2.94
H 1.42 -1.32 -2.92
H 2.88 -1.00 -2.72
O 0.72 -1.64 2.38
H -0.09 -1.47 2.86
H 0.61 -1.17 1.55
O -2.95 1.59 0.43
H -2.32 0.89 0.26
H -3.60 1.51 -0.27
O -2.84 -1.60 -0.98
H -2.20 -0.98 -0.62
H -3.05 -1.25 -1.85
O -0.95 0.54 3.44
H -0.38 0.97 2.81
H -0.63 0.83 4.29
O 2.31 1.27 -1.48
H 1.94 0.81 -0.73
H 1.58 1.37 -2.09
O 4.08 -0.94 0.92
H 4.58 -1.63 1.35
H 3.31 -1.38 0.57
O -3.33 -1.60 2.09
H -2.83 -1.88 2.87
H -2.66 -1.41 1.44
*
```

The LUMO energy is 0.0783 Ha. The maximum force comes out at 4.2 eV/Å. The value obtained for the orbital gap is 9.32 eV. The calculation puts the energy relative to the best compared isomer or geometry (same formula, charge and spin) at 59.1 kcal per mole.

Here are the Löwdin charges for atoms 1 to 4, given in e: atom 1 (B): -0.4125, atom 2 (H): -0.0076, atom 3 (H): -0.0313, atom 4 (H): -0.0100



No. 4
Molecular formula: BH2NO5
Method: DFT, ωB97M-V with the def2-TZVPD basis set

```
! wB97M-V def2-TZVPD RIJCOSX def2/J DEFGRID3
* xyz 0 1
O -1.86 -0.43 1.24
N -1.84 0.06 0.15
O -2.19 -0.38 -0.89
O -1.55 1.37 0.15
H -1.73 1.67 -0.75
O 0.87 0.24 -0.49
B 1.88 -0.25 -0.01
O 2.81 -1.00 0.52
H 3.63 -1.27 0.08
*
```

The SMILES is O=[N+]([O-])O.O=BO. The LUMO energy is -0.0047 Ha. The maximum force comes out at 2.0 eV/Å. The value obtained for the orbital gap is 11.16 eV. The calculation puts the energy relative to the best compared isomer or geometry (same formula, charge and spin) at 37.7 kcal per mole.

Here are the Löwdin charges for atoms 1 to 4, given in e: atom 1 (O): 0.1195, atom 2 (N): -0.5161, atom 3 (O): 0.1112, atom 4 (O): 0.1114